A 19-piece molecular cluster, C21H46Cl36N4OP overall at a distorted geometry, computed with ωB97M-V/def2-TZVPD.

Structure (XYZ):
```
109
Properties=species:S:1:pos:R:3:mulliken_charge:R:1
N -0.9891 -4.9913 0.1467 -0.33
P -1.8810 -3.9715 -0.8868 0.22
O -2.6901 -5.0069 -1.8573 -0.43
C -0.5681 -3.2020 -2.0299 0.02
C -0.9634 -1.7425 -2.4288 -0.74
N 0.2933 -0.9525 -2.2820 0.32
C 1.1995 -1.8857 -1.7962 -0.02
N 2.5210 -1.8492 -2.0323 -0.06
N 0.5913 -2.9471 -1.0773 -0.21
H -0.1869 -5.3914 -0.3503 0.07
H -0.5933 -4.4349 0.9095 0.27
H -2.1103 -5.4544 -2.5180 0.34
H -0.2152 -3.7661 -2.9091 0.63
H -1.8248 -1.3586 -1.8578 0.33
H -1.2840 -1.7353 -3.4835 0.32
H 0.1464 -0.3010 -1.4833 -0.18
H 3.2042 -1.6299 -1.3126 0.27
H 2.8599 -2.1358 -2.9532 0.00
H 0.1324 -2.4465 -0.2924 0.10
C 0.0129 2.6376 -4.1323 0.93
Cl -1.0772 2.0528 -5.3965 -0.17
Cl 1.3827 3.5215 -4.8119 -0.18
H -0.5309 3.3052 -3.4741 -0.33
H 0.3852 1.7782 -3.5856 -0.24
C -1.4913 0.4966 1.1450 -0.59
Cl 0.0732 1.0567 0.5233 -0.05
Cl -1.5639 -1.2671 1.0391 0.05
H -1.6203 0.7938 2.1792 0.36
H -2.2748 0.9191 0.5282 0.27
C 1.7713 4.4550 0.9927 -0.19
Cl 1.7750 3.7472 -0.6295 0.04
Cl 2.5307 3.3877 2.1747 -0.10
H 2.3102 5.3942 0.9610 0.38
H 0.7412 4.6175 1.2890 -0.12
C 1.3528 -8.2578 -1.2169 0.33
Cl 2.7071 -9.1599 -1.8933 -0.15
Cl 1.3218 -6.5810 -1.8096 -0.16
H 0.4274 -8.7432 -1.5034 0.35
H 1.4549 -8.2190 -0.1371 -0.37
C -2.8993 4.1102 -0.2977 0.18
Cl -2.0517 3.7713 1.2210 -0.05
Cl -1.7944 4.6845 -1.5420 -0.15
H -3.3736 3.1985 -0.6448 0.28
H -3.6389 4.8814 -0.1158 -0.28
C -5.1098 -0.7787 3.2424 -0.02
Cl -5.0080 -1.7433 1.7695 -0.11
Cl -4.4006 0.8293 3.0157 -0.06
H -6.1524 -0.6584 3.5113 0.38
H -4.5676 -1.2845 4.0324 -0.16
C -2.0010 -2.8117 4.8877 -0.64
Cl -1.8972 -3.7257 3.3768 -0.09
Cl -1.3485 -1.1790 4.7190 0.03
H -3.0434 -2.7414 5.1737 0.32
H -1.4400 -3.3354 5.6525 0.41
C 2.9887 -7.8703 2.6347 0.13
Cl 1.2636 -8.0357 2.2534 -0.21
Cl 3.5849 -9.2063 3.6158 -0.14
H 3.5434 -7.8474 1.7044 -0.12
H 3.1326 -6.9465 3.1822 0.32
C -4.0813 4.9387 4.6104 0.58
Cl -5.1901 5.8886 3.6067 -0.15
Cl -4.0149 5.5346 6.2725 -0.17
H -4.4263 3.9109 4.6232 0.18
H -3.0828 5.0121 4.1880 -0.46
C -1.6068 -0.8037 8.8167 -0.41
Cl -3.0212 -1.1172 7.7983 -0.13
Cl -0.2342 -0.1978 7.8815 -0.07
H -1.8765 -0.0594 9.5559 0.33
H -1.3163 -1.7298 9.2975 0.27
C -0.4729 6.6620 4.1692 -0.03
Cl 1.0914 7.1200 3.4947 -0.15
Cl -0.7651 4.9158 4.0571 -0.10
H -0.4964 6.9416 5.2158 0.38
H -1.2537 7.1734 3.6176 -0.08
C -1.0893 5.1853 -7.8792 -0.11
Cl -2.1527 5.6177 -9.2213 -0.16
Cl -1.7254 5.7331 -6.3235 -0.13
H -0.9927 4.1061 -7.8470 0.12
H -0.1234 5.6497 -8.0383 0.28
C -4.2657 8.4955 1.2006 -0.27
Cl -2.5322 8.5816 1.5371 -0.14
Cl -4.6739 7.0707 0.2357 -0.15
H -4.8016 8.4394 2.1406 0.20
H -4.5534 9.3792 0.6441 0.35
C 4.3762 3.9550 -2.4326 0.18
Cl 4.8749 2.4479 -1.6422 -0.14
Cl 4.6077 5.3537 -1.3828 -0.15
H 4.9768 4.0866 -3.3248 0.35
H 3.3260 3.8843 -2.6899 -0.26
C 2.7125 0.4077 5.3608 -0.10
Cl 3.8829 1.7078 5.5959 -0.15
Cl 1.5687 0.7838 4.0637 -0.02
H 3.2470 -0.4967 5.0964 0.30
H 2.1590 0.2671 6.2818 -0.02
C 6.8459 -7.5918 1.4292 -0.30
Cl 5.6985 -6.8634 0.2911 -0.14
Cl 6.6170 -7.0093 3.0812 -0.14
H 6.7063 -8.6664 1.4193 0.27
H 7.8483 -7.3346 1.1094 0.33
C 2.3189 -0.8767 -6.1310 -0.31
Cl 2.8226 -2.4182 -5.3982 -0.22
Cl 2.5852 0.4976 -5.0591 -0.02
H 2.8927 -0.7368 -7.0371 0.41
H 1.2629 -0.9315 -6.3554 0.14
C 0.5626 -1.3255 -9.9495 -0.27
Cl 1.0675 -2.8387 -9.1858 -0.14
Cl 0.8372 0.0574 -8.8803 -0.12
H 1.1395 -1.1817 -10.8550 0.29
H -0.4955 -1.3836 -10.1737 0.28
```

As for the strongest force on any atom: 1.71 eV/Å. As for the total charge: +1. The highest occupied orbital energy comes out at -0.4280 Ha. Its orbital gap is 7.06 eV. As for the LUMO energy: -4.59 eV.

A 11-piece molecular cluster, C21H46N5O23 overall at a distorted geometry, computed with ωB97M-V/def2-TZVPD.

Structure (XYZ):
```
95
Properties=species:S:1:pos:R:3:mulliken_charge:R:1
C -12.7983 -13.7878 2.0864 -1.00
C -12.0846 -12.9084 1.0898 0.56
O -10.8841 -13.0002 0.8402 -0.42
N -13.0323 -12.0054 0.1954 -0.17
H -13.1955 -12.4050 -0.7177 0.38
H -13.9375 -11.8228 0.6045 0.37
C -12.3236 -10.6132 -0.0226 -0.77
H -13.3892 -13.0603 2.6429 0.36
H -11.9901 -14.1956 2.6936 0.29
H -13.4139 -14.5337 1.5837 0.35
H -11.9444 -10.2228 0.9218 0.34
H -12.9638 -9.8125 -0.3929 0.36
H -11.5159 -10.7256 -0.7458 0.34
C -5.9513 -11.2146 -9.4149 -1.01
C -7.4858 -11.4756 -9.2717 0.40
O -8.2490 -10.7711 -9.8818 -0.39
N -7.9091 -12.6494 -8.4564 -0.11
H -8.7625 -12.9367 -8.9138 0.40
H -7.2187 -13.3800 -8.5551 0.41
C -7.9888 -12.3363 -6.9186 -0.84
H -5.6538 -12.0011 -10.1085 0.35
H -5.3597 -11.4194 -8.5226 0.36
H -5.7095 -10.2184 -9.7854 0.32
H -8.8269 -11.6961 -6.6434 0.37
H -7.0930 -12.1076 -6.3413 0.32
H -8.3071 -13.3340 -6.6163 0.41
C 3.5695 -10.0654 -9.1325 -1.07
C 4.2524 -9.4772 -10.2951 0.52
O 4.4265 -10.0466 -11.3320 -0.37
N 4.6351 -7.9909 -10.1113 -0.20
H 3.8285 -7.5511 -9.6916 0.40
H 5.3363 -8.0456 -9.3864 0.38
C 5.1687 -7.2484 -11.4035 -0.77
H 2.5096 -9.8449 -9.2593 0.36
H 3.9100 -9.8023 -8.1310 0.38
H 3.5456 -11.1264 -9.3811 0.34
H 5.6957 -6.3253 -11.1623 0.35
H 4.2768 -6.9856 -11.9722 0.36
H 5.8615 -7.7684 -12.0652 0.33
C 0.3330 -16.0747 -18.9542 -1.05
C 0.3151 -16.3484 -17.4468 0.63
O 1.3061 -16.0857 -16.7584 -0.42
N -0.9119 -17.0732 -16.9143 -0.18
H -1.6564 -16.9810 -17.5906 0.39
H -0.7852 -18.0749 -16.9393 0.34
C -1.2350 -16.5242 -15.5800 -0.85
H 1.3749 -15.9091 -19.2285 0.30
H -0.3630 -15.2550 -19.1323 0.36
H -0.1731 -16.9220 -19.4169 0.37
H -1.5552 -15.4924 -15.7250 0.37
H -0.4214 -16.8596 -14.9367 0.35
H -2.1446 -16.9999 -15.2134 0.40
C -5.0010 -17.7733 0.4242 -1.06
C -3.8653 -16.8852 -0.0747 0.58
O -3.9071 -16.1439 -1.1105 -0.42
N -2.5719 -17.1037 0.6795 -0.18
H -2.5741 -16.5811 1.5439 0.37
H -2.3104 -18.0531 0.9037 0.41
C -1.3425 -16.5953 -0.0826 -0.89
H -4.8036 -18.8443 0.4719 0.35
H -5.9051 -17.4819 -0.1103 0.31
H -5.0486 -17.4824 1.4736 0.37
H -0.4805 -16.8010 0.5521 0.36
H -1.5227 -15.6089 -0.5100 0.35
H -1.1607 -17.2591 -0.9278 0.39
O -9.2375 -16.5430 -13.5933 -0.47
C -8.8110 -17.8137 -13.3171 0.60
O -8.1016 -18.3974 -14.0302 -0.65
O -9.1634 -18.3016 -12.2249 -0.78
H -8.6747 -16.6732 -14.3600 0.30
O -10.3037 -19.1747 -4.8468 -0.48
C -11.4886 -19.7406 -4.4599 0.66
O -11.6658 -20.1976 -3.3071 -0.75
O -12.3913 -19.8993 -5.3008 -0.69
H -10.5044 -19.0443 -5.7765 0.32
O -6.0061 -5.9926 -6.0392 -0.47
C -7.1948 -5.4838 -6.3338 0.66
O -7.2748 -4.7266 -7.3070 -0.72
O -8.2162 -5.8276 -5.6509 -0.79
H -5.6517 -5.4773 -6.7676 0.32
O -0.8762 -9.6083 -15.3366 -0.45
C -0.6416 -8.3755 -15.7016 0.67
O -1.2942 -7.3945 -15.2507 -0.73
O 0.3422 -8.2197 -16.5121 -0.80
H -0.2954 -10.1176 -15.9066 0.30
O -13.9044 -13.5220 -8.1755 -0.47
C -14.7483 -13.5248 -7.1697 0.68
O -14.2989 -13.4532 -6.0012 -0.82
O -15.8964 -13.5878 -7.5057 -0.72
H -14.6894 -13.6124 -8.7208 0.33
O -1.1783 -15.3562 -6.7815 -0.50
C -1.7631 -16.4632 -7.3203 0.62
O -1.1151 -17.4675 -7.3292 -0.72
O -2.9008 -16.4001 -7.6842 -0.70
H -0.2748 -15.6498 -6.6435 0.30
```

As for the strongest force on any atom: 9.67 eV/Å. As for the total charge: -1. The highest occupied orbital energy comes out at -0.1123 Ha. As for the energy above the lowest of the compared OMol25 structures with the same formula, charge and spin: 2117.7 kJ/mol. Its orbital gap is 1.47 eV. As for the LUMO energy: -1.59 eV.

> The lowest highest occupied orbital energy belongs to which entry?

C21H46Cl36N4OP